[1]
The following is a DFT calculation (ωB97M-V/def2-TZVPD) of a structure of composition C61H48Br2NO3P2SV.

```
119
Properties=species:S:1:pos:R:3:lowdin_charge:R:1
V 1.00338 0.08535 0.44889 0.387
O -1.41389 -0.01307 2.84103 -0.441
S -1.27984 0.60458 1.51244 0.871
C -2.77395 -0.04363 0.61997 -0.220
C -3.85339 0.74302 0.29206 -0.049
C -5.11063 0.27522 -0.19021 -0.007
C -5.30098 -1.06350 -0.19361 -0.166
C -6.46683 -1.90565 -0.61245 -0.118
C -6.12768 -3.32230 -0.12836 -0.112
C -4.65862 -3.26822 0.23522 -0.163
C -3.80990 -4.19811 0.72330 -0.012
C -2.45626 -3.83129 0.94206 -0.056
C -2.01392 -2.53497 0.80263 -0.285
P -0.19458 -2.21286 0.58898 1.124
C -0.01538 -3.44996 -0.77704 -0.337
C -0.75347 -3.17618 -1.93365 -0.117
C -0.79971 -4.04505 -3.01261 -0.078
C -0.08607 -5.25750 -2.95209 -0.088
C 0.70717 -5.50922 -1.83479 -0.077
C 0.71909 -4.62997 -0.74658 -0.069
C 0.58472 -3.08628 1.96847 -0.334
C 1.92547 -3.44944 1.77087 -0.118
C 2.60383 -4.15116 2.72766 -0.064
C 2.01286 -4.50258 3.93441 -0.064
C 0.69031 -4.14268 4.11590 -0.089
C -0.00960 -3.44810 3.14673 -0.093
C -2.94564 -1.49427 0.55007 -0.138
C -4.24454 -1.91029 0.22533 -0.081
C -1.88834 2.30103 1.65764 -0.317
C -2.59614 2.50761 2.81103 -0.063
C -3.21993 3.71755 3.13315 -0.003
C -3.16608 4.73662 2.20533 -0.138
C -3.71549 6.14332 2.18547 -0.125
C -3.62761 6.62347 0.76428 -0.121
C -2.84721 5.53378 0.04762 -0.146
C -2.40880 5.38822 -1.23467 -0.008
C -1.66238 4.22386 -1.56400 -0.058
C -1.32534 3.22593 -0.70957 -0.257
P 0.08859 2.04199 -1.10138 1.110
C 1.50051 3.17701 -0.78534 -0.324
C 1.47978 3.73408 0.50921 -0.084
C 2.40146 4.68803 0.87391 -0.079
C 3.44497 4.99954 0.01373 -0.102
C 3.50244 4.38610 -1.21953 -0.115
C 2.55539 3.48016 -1.64760 -0.104
C -0.31027 1.84396 -2.87054 -0.361
C -1.27632 0.86443 -3.01851 -0.114
C -1.68962 0.47506 -4.29716 -0.076
C -1.16077 1.11076 -5.40648 -0.100
C -0.20985 2.12267 -5.25980 -0.080
C 0.22739 2.46882 -3.99159 -0.084
C -1.86306 3.27304 0.60928 -0.177
C -2.56101 4.46281 0.94479 -0.072
H -3.82118 1.82947 0.37200 0.106
H -5.88313 0.94501 -0.49176 0.105
H -6.64242 -1.88793 -1.69127 0.119
H -7.39920 -1.54434 -0.16144 0.117
H -6.23576 -4.09398 -0.89916 0.117
H -6.73397 -3.59050 0.75311 0.124
H -4.14540 -5.22677 0.91412 0.120
H -1.71494 -4.58641 1.23315 0.121
H -1.32040 -2.25337 -1.93017 0.094
H -1.38760 -3.79258 -3.87920 0.092
H -0.11442 -5.96803 -3.76084 0.089
H 1.26488 -6.43410 -1.74714 0.099
H 1.34455 -4.85883 0.10346 0.096
H 2.40238 -3.22227 0.86541 0.067
H 3.62456 -4.46081 2.50555 0.104
H 2.57223 -5.06216 4.66523 0.101
H 0.19673 -4.42103 5.05429 0.101
H -1.07688 -3.19822 3.25900 0.111
H -2.65626 1.65180 3.48406 0.114
H -3.72207 3.84409 4.08699 0.113
H -3.03227 6.72900 2.82901 0.132
H -4.72807 6.21191 2.56459 0.115
H -3.15453 7.60006 0.61748 0.122
H -4.60100 6.69666 0.31410 0.111
H -2.61210 6.13567 -2.00747 0.114
H -1.30383 4.15664 -2.56787 0.094
H 0.64551 3.51029 1.17246 0.103
H 2.38581 5.11383 1.86236 0.103
H 4.23386 5.70482 0.28497 0.104
H 4.37600 4.58710 -1.84458 0.109
H 2.66307 3.04491 -2.63194 0.098
H -1.73829 0.40397 -2.16103 0.080
H -2.45361 -0.32449 -4.40543 0.113
H -1.49207 0.87466 -6.40002 0.091
H 0.23571 2.58665 -6.15472 0.109
H 0.98080 3.20291 -3.85079 0.082
C 2.34659 -1.82056 -2.22043 -0.044
C 3.19422 -1.78755 -0.91960 -0.303
C 4.22933 -2.62939 -0.71229 -0.127
C 5.10680 -2.64017 0.40881 -0.139
C 4.61554 -1.99469 1.56272 -0.278
C 5.05428 -2.14186 2.89237 -0.623
Br 6.52791 -3.36067 3.22461 0.640
C 4.50079 -1.47478 3.96479 -0.205
C 3.35388 -0.71765 3.79593 -0.630
Br 2.62178 0.15555 5.31456 0.692
C 2.80460 -0.58826 2.53479 -0.451
O 1.63872 0.00659 2.33107 -0.235
C 3.46471 -1.14437 1.44256 -0.145
N 2.87290 -0.83699 0.12510 -0.057
H 2.99933 -1.41012 -3.02412 0.070
H 1.43841 -1.20307 -2.22882 0.056
H 2.09379 -2.85937 -2.51139 0.064
H 4.37974 -3.41030 -1.45633 0.108
H 5.70378 -3.54927 0.45051 0.044
H 4.90985 -1.61078 4.96177 0.085
C 4.46875 0.72711 -2.09091 -0.094
O 3.10805 0.75222 -1.63739 -0.223
C 2.94708 0.60630 -0.23919 -0.456
C 3.94706 1.41327 0.51295 -0.036
H 5.02867 -0.11506 -1.67985 0.090
H 5.00663 1.65631 -1.83076 0.082
H 4.42799 0.64134 -3.17961 0.085
H 3.97039 2.42175 0.16239 0.043
H 4.95709 0.99157 0.38740 0.098
H 3.72038 1.42755 1.58793 0.095
```

<S²> = 3.787
LUMO level (alpha / beta) = 0.068 / 0.068 Eh
Energy above the lowest of the compared OMol25 structures with the same formula, charge and spin = 0.0 kcal/mol
Charge = -1
HOMO energy (alpha / beta) = -2.0158 / -2.0093 eV
Spin multiplicity = 4

[2]
The following is a DFT calculation (ωB97M-V/def2-TZVPD) of a structure of composition C21H31ClEuN2O3.

```
59
Properties=species:S:1:pos:R:3:lowdin_charge:R:1
Eu 0.37944 -0.00741 0.49898 1.270
Cl 2.49010 -0.05793 -1.12658 -0.343
N 0.12770 2.28463 0.64646 -0.023
N 0.05332 -2.28726 0.66666 -0.022
C -0.30410 3.00805 -0.37521 -0.327
C -0.36981 -3.00674 -0.36063 -0.327
C 1.17535 3.01529 1.38670 -0.562
C 1.52138 4.12196 0.41231 -0.038
C 2.40516 2.20260 1.76389 -0.070
C 0.47588 3.47643 2.65102 -0.030
H 2.89017 1.76106 0.89073 0.019
H 2.18236 1.39125 2.45419 0.060
H 3.13769 2.83428 2.27191 0.088
H -0.42052 4.03443 2.36681 0.090
H 1.11367 4.08675 3.28778 0.082
H 0.14564 2.59064 3.19257 0.060
C 1.06394 -3.03653 1.43871 -0.562
C 1.40026 -4.16646 0.48790 -0.039
C 0.32524 -3.46108 2.69388 -0.030
C 2.31112 -2.25690 1.82810 -0.070
H 2.81710 -1.83102 0.95894 0.020
H 3.02107 -2.90929 2.34203 0.088
H 2.10486 -1.43989 2.51637 0.059
H -0.58128 -3.99511 2.39708 0.090
H 0.01086 -2.55933 3.21897 0.061
H 0.93137 -4.08229 3.35069 0.082
O 0.28783 -4.13836 -0.50838 0.023
H 1.47650 -5.18092 0.92002 0.132
H 2.30881 -3.97543 -0.09151 0.129
O 0.38001 4.11785 -0.55299 0.025
H 2.40571 3.89262 -0.19056 0.130
H 1.64272 5.13978 0.82606 0.132
C -1.44577 2.56464 -1.23325 -0.081
C -1.47322 -2.54643 -1.25840 -0.081
C -1.45228 -1.19078 -1.92197 -0.231
H -2.33010 -2.48471 -0.58391 0.125
H -1.63770 -3.37099 -1.92327 0.092
C -1.52494 0.01162 -1.16267 -0.156
C -1.44385 1.21735 -1.91323 -0.232
H -1.79611 0.01729 0.07497 0.142
C -1.59276 1.21181 -3.32919 -0.270
C -1.68815 0.02419 -4.07218 -0.041
C -1.82647 2.49192 -4.11935 -0.111
C -1.60031 -1.16991 -3.33924 -0.268
H -1.93080 0.03075 -5.15895 0.111
C -1.84312 -2.44057 -4.14406 -0.111
H -1.98641 -2.26410 -5.23173 0.066
H -2.76500 -2.96473 -3.81313 0.066
H -1.02880 -3.18679 -4.05412 0.065
H -2.74774 3.01671 -3.78685 0.066
H -1.96601 2.32740 -5.20982 0.066
H -1.00929 3.23381 -4.01769 0.065
H -1.64111 3.39639 -1.87715 0.092
H -2.27332 2.49013 -0.52333 0.124
C 0.01402 0.00354 4.10171 -0.304
O 0.10673 0.01243 2.70515 -0.539
H -1.01893 -0.02495 4.48304 0.058
H 0.47434 0.90109 4.52510 0.042
H 0.51754 -0.87275 4.52059 0.043
```

<S²> = 12.027
LUMO level (alpha / beta) = 0.104 / 0.102 Eh
Charge = -1
HOMO energy (alpha / beta) = -0.1237 / -1.3450 eV
Spin multiplicity = 7

no.,largest force on an atom (hartree/bohr),calculated total energy (Ha)
1,0.036,-9806.66555
2,0.090,-2324.46527